1.
A structure of composition C32H38MgN5O7PS. Source: OMol25; level of theory: ωB97M-V/def2-TZVPD.

Atoms and positions in Å:
Mg1 0.31502 -0.61202 0.58679
C1 4.55601 -0.42120 0.39978
C2 3.17439 -0.97354 0.15921
O1 2.23170 -0.37517 0.81548
C3 3.01588 -2.06724 -0.66644
C4 1.77078 -2.77357 -0.90148
C5 1.78921 -4.07570 -1.65054
N1 0.66577 -2.27643 -0.46516
N2 -0.53007 -2.97185 -0.70506
C6 -1.47870 -2.49481 0.07046
O2 -1.33661 -1.56912 0.96961
C7 -2.83536 -3.08674 -0.12731
C8 -3.17556 -3.78284 -1.28432
C9 -4.44728 -4.31608 -1.42853
C10 -5.39146 -4.16470 -0.41753
C11 -5.05550 -3.47172 0.73572
C12 -3.78363 -2.93087 0.87495
H1 4.93162 -0.79461 1.35664
H2 4.50757 0.66707 0.46647
H3 5.25541 -0.71108 -0.38393
H4 3.90579 -2.47814 -1.12430
H5 2.80993 -4.39735 -1.85140
H6 1.24766 -3.97710 -2.59370
H7 1.26441 -4.83974 -1.07766
H8 -2.42737 -3.89538 -2.05798
H9 -4.70603 -4.85462 -2.33216
H10 -6.38459 -4.58176 -0.53189
H11 -5.78557 -3.34888 1.52630
H12 -3.51178 -2.36810 1.75910
O3 0.79543 6.18129 1.60866
C13 0.54210 5.26778 2.66462
C14 0.24447 3.91388 2.08458
C15 -0.58692 3.03014 2.75429
C16 -0.80483 1.78095 2.20897
N3 -0.26200 1.39094 1.05655
C17 0.52158 2.25249 0.38970
C18 0.80032 3.51961 0.87711
C19 1.01517 1.75857 -0.93753
C20 1.90916 2.46336 -1.71816
C21 2.29537 1.93705 -2.94657
C22 3.27493 2.68522 -3.81427
O4 2.81186 3.98815 -4.14776
C23 1.74531 0.73409 -3.34633
C24 0.86385 0.08152 -2.49511
N4 0.50894 0.57352 -1.31500
H13 1.08690 7.01633 1.98670
H14 -0.30255 5.58971 3.27905
H15 1.41622 5.18133 3.31912
H16 -1.05793 3.30526 3.68988
H17 -1.45093 1.05552 2.68829
H18 1.42285 4.21064 0.32811
H19 2.31709 3.41052 -1.39061
H20 3.50146 2.09932 -4.70838
H21 4.20706 2.83803 -3.27130
H22 1.98352 3.89963 -4.63084
H23 2.01304 0.28812 -4.29629
H24 0.42699 -0.87549 -2.75696
S1 -3.13915 0.48210 -0.80416
C25 -3.16462 1.31842 -2.23515
N5 -2.78090 2.64067 -2.28467
C26 -2.77465 3.42139 -3.39902
C27 -3.15090 2.91329 -4.59237
C28 -3.54837 1.54682 -4.63277
C29 -3.55398 0.78353 -3.51097
H25 -2.50416 3.02498 -1.39178
H26 -2.45559 4.44471 -3.26180
H27 -3.15014 3.53126 -5.47726
H28 -3.85272 1.11327 -5.57783
H29 -3.85237 -0.25504 -3.52636
C30 -1.33748 -1.64782 4.53233
O5 0.06746 -1.39815 4.61884
P1 0.85309 -1.25162 3.19225
O6 2.32932 -0.99849 3.81911
C31 2.70464 0.35886 4.03344
O7 1.01399 -2.77542 2.72209
C32 1.66361 -3.76988 3.51979
H30 -1.69416 -1.84753 5.53881
H31 -1.55078 -2.50790 3.89484
H32 -1.87226 -0.78401 4.13128
H33 3.71139 0.35369 4.44274
H34 2.03657 0.84376 4.74977
H35 2.70087 0.90786 3.08772
H36 1.22719 -4.72813 3.25023
H37 1.51480 -3.58093 4.58280
H38 2.72921 -3.77393 3.29645

Kohn-Sham gap = 6.1 eV
maximum force = 0.77 eV/A

2.
A structure of composition C32H39AsN3O7Ti at a distorted geometry. Source: OMol25; level of theory: ωB97M-V/def2-TZVPD.

Atoms and positions in Å:
Ti1 1.96594 -0.53920 -1.61017
O1 2.21584 -2.73921 1.78798
C1 2.25768 -1.78076 0.79286
O2 1.94525 -2.16718 -0.43267
C2 3.50664 -0.94848 0.88968
O3 3.24556 0.15486 0.01799
C3 4.34258 0.92712 -0.46907
C4 3.86082 1.69898 -1.70482
O4 4.51656 2.65706 -2.07620
O5 2.77767 1.24907 -2.23884
H1 1.47300 -3.31710 1.56926
H2 3.69674 -0.60705 1.90865
H3 4.36275 -1.51157 0.49075
H4 4.67081 1.63091 0.29635
H5 5.16337 0.26942 -0.76065
C5 0.44402 -2.31823 -5.47480
C6 1.17599 -1.76805 -4.29582
N1 0.59752 -1.22866 -3.26853
O6 -0.79543 -1.29691 -3.32472
C7 2.63108 -1.84652 -4.21834
C8 3.56736 -2.31458 -5.27877
N2 2.99362 -1.42722 -3.04827
O7 4.13984 -1.28717 -2.50833
H6 -0.55971 -1.91113 -5.53823
H7 0.37000 -3.40640 -5.40147
H8 0.99685 -2.09102 -6.38720
H9 -1.08777 -0.60004 -2.71299
H10 3.37018 -3.34588 -5.58271
H11 4.58039 -2.25939 -4.88177
H12 3.51722 -1.69009 -6.17440
C9 -2.54846 -4.59546 4.07853
C10 -1.91114 -3.44079 3.35297
C11 -1.25855 -2.42672 4.04223
C12 -0.64421 -1.37228 3.37945
C13 0.07284 -0.33848 4.21231
C14 -0.69522 -1.29317 1.97353
As1 0.39135 0.19761 1.24269
N3 0.27163 0.23874 -0.65221
C15 -0.77244 0.92196 -1.25665
C16 -2.11518 0.80677 -0.84950
C17 -3.13235 1.46880 -1.51776
C18 -2.85888 2.26039 -2.62646
C19 -1.54241 2.37832 -3.05159
C20 -0.51391 1.73182 -2.38179
C21 -0.72691 1.81325 1.59266
C22 -1.99058 1.92888 2.18839
C23 -2.85154 0.77296 2.64300
C24 -2.53636 3.19750 2.40670
C25 -1.88099 4.36068 2.04806
C26 -2.49776 5.71437 2.27359
C27 -0.63089 4.23551 1.45677
C28 -0.04742 2.99660 1.22987
C29 1.30512 2.97380 0.55839
C30 -1.32472 -2.32391 1.26454
C31 -1.42314 -2.37623 -0.23972
C32 -1.92179 -3.37129 1.97045
H13 -2.74360 -4.34650 5.12229
H14 -1.90052 -5.47557 4.06496
H15 -3.49469 -4.88049 3.61539
H16 -1.21744 -2.45922 5.12719
H17 -0.06441 -0.54949 5.27396
H18 -0.28280 0.67668 4.02174
H19 1.14462 -0.34486 4.00001
H20 -2.34991 0.17955 -0.00182
H21 -4.15266 1.35867 -1.16628
H22 -3.65687 2.77580 -3.14656
H23 -1.30243 2.99342 -3.91151
H24 0.51415 1.85645 -2.70254
H25 -2.74320 -0.12339 2.04158
H26 -3.90118 1.07237 2.62434
H27 -2.61047 0.48330 3.67031
H28 -3.52218 3.26632 2.85908
H29 -3.47945 5.62656 2.74039
H30 -2.62156 6.25163 1.33070
H31 -1.87110 6.33391 2.91923
H32 -0.08911 5.12728 1.15441
H33 1.71075 3.98300 0.48722
H34 1.24265 2.55905 -0.44996
H35 2.01887 2.35080 1.10105
H36 -0.65078 -1.78426 -0.71882
H37 -2.39740 -2.01185 -0.57856
H38 -1.32473 -3.40738 -0.58291
H39 -2.41301 -4.15702 1.40192

Kohn-Sham gap (spin up / spin down) = 5.6 / 7.2 eV
2S+1 = 3
net charge = -1
maximum force = 1.20 eV/A

3.
A cluster of 6 separate species, C32H39BN5O3 in total at a distorted geometry. Source: OMol25; level of theory: ωB97M-V/def2-TZVPD.

Atoms and positions in Å:
C1 -0.79682 -0.14385 -2.31228
C2 -1.07691 1.35663 -1.96791
B1 -2.45650 1.43850 -1.16624
O1 -2.59589 0.66777 0.06502
C3 -3.63429 2.24781 -1.67097
C4 -4.33534 1.40434 -2.80166
C5 -5.81798 1.65362 -2.83596
C6 -6.53566 0.90878 -1.74267
C7 -8.00552 1.20944 -1.74984
O2 -8.47615 2.14830 -2.25069
O3 -8.82722 0.30379 -1.11213
H1 -0.67128 -0.28723 -3.37742
H2 0.09961 -0.48125 -1.82068
H3 -1.61519 -0.77968 -1.99940
H4 -0.23428 1.69868 -1.37674
H5 -1.19406 1.94056 -2.86032
H6 -3.00332 -0.15321 -0.22617
H7 -4.34322 2.40747 -0.85201
H8 -3.85423 1.65394 -3.74004
H9 -4.16087 0.33174 -2.62699
H10 -6.21194 1.29083 -3.78412
H11 -6.02215 2.70917 -2.79503
H12 -6.44898 -0.15859 -1.94331
H13 -6.10123 1.07636 -0.76511
H14 -8.55048 -0.57841 -1.39138
N1 0.28395 -1.81194 -5.37587
C8 1.41044 -1.25632 -5.81076
C9 2.40743 -1.95551 -6.47600
C10 2.22266 -3.30978 -6.69756
C11 1.05591 -3.90564 -6.24896
C12 0.12228 -3.11276 -5.59726
H15 1.51306 -0.19472 -5.61125
H16 3.30356 -1.45004 -6.80965
H17 2.97698 -3.89251 -7.21191
H18 0.87153 -4.96079 -6.39962
H19 -0.80701 -3.53582 -5.23033
N2 0.74113 -1.68772 0.35796
C13 1.99470 -2.11900 0.44566
C14 2.36162 -3.30951 1.05585
C15 1.36202 -4.09612 1.60537
C16 0.04914 -3.66154 1.52242
C17 -0.20628 -2.45255 0.88929
H20 2.74072 -1.46778 0.00148
H21 3.40046 -3.60958 1.09827
H22 1.60306 -5.03347 2.09182
H23 -0.76103 -4.24367 1.93989
H24 -1.21707 -2.06778 0.79930
N3 -4.91266 4.60060 0.73405
C18 -6.01206 5.11155 0.19453
C19 -7.10985 5.53125 0.93489
C20 -7.05716 5.40812 2.31332
C21 -5.91736 4.87364 2.89182
C22 -4.87713 4.48749 2.05691
H25 -6.00679 5.18172 -0.88871
H26 -7.98099 5.94107 0.44128
H27 -7.89272 5.72187 2.92789
H28 -5.83511 4.75606 3.96456
H29 -3.96493 4.06208 2.46349
N4 5.27370 -0.10659 3.60674
C23 4.05039 -0.36918 3.14586
C24 3.40237 0.40502 2.19670
C25 4.05718 1.51844 1.69916
C26 5.32828 1.81037 2.16715
C27 5.88794 0.96875 3.11411
H30 3.57137 -1.24803 3.56414
H31 2.40975 0.14339 1.85747
H32 3.58322 2.14852 0.95746
H33 5.87462 2.67059 1.80535
H34 6.88419 1.15789 3.50436
N5 9.73848 -3.17149 6.14265
C28 9.65099 -1.84953 6.27213
C29 8.70076 -1.07289 5.62648
C30 7.78673 -1.70041 4.79380
C31 7.86576 -3.07618 4.64785
C32 8.85290 -3.76000 5.34132
H35 10.38534 -1.39609 6.93025
H36 8.67742 -0.00121 5.77400
H37 7.02182 -1.12908 4.26773
H38 7.17427 -3.60937 4.00913
H39 8.94596 -4.83794 5.25624

Kohn-Sham gap = 3.5 eV
net charge = -1
maximum force = 3.30 eV/A

4.
A structure of composition C32H39BrClN5O3PPt at a distorted geometry. Source: OMol25; level of theory: ωB97M-V/def2-TZVPD.

Atoms and positions in Å:
Pt1 -0.09542 0.55388 -0.25020
Cl1 -0.24858 -1.84235 -0.58024
C1 0.32949 -2.07641 -2.25217
C2 0.84150 -3.30960 -2.57985
C3 1.20119 -3.51004 -3.90907
C4 1.02530 -2.50483 -4.84948
C5 0.51339 -1.26916 -4.47818
C6 0.17914 -1.02831 -3.14545
P1 -0.54026 0.53190 -2.60724
C7 0.23519 1.91374 -3.42082
C8 -0.38097 3.16289 -3.26397
C9 0.20919 4.29715 -3.79155
C10 1.41825 4.19311 -4.47215
C11 2.03638 2.95924 -4.61931
C12 1.46027 1.82046 -4.08051
C13 -2.26176 0.42603 -3.10207
C14 -2.68745 1.10530 -4.24544
C15 -3.94807 0.83974 -4.76502
C16 -4.77403 -0.09386 -4.15833
C17 -4.34610 -0.77710 -3.02322
C18 -3.09578 -0.51886 -2.49397
H1 0.94207 -4.09717 -1.84537
H2 1.60539 -4.46829 -4.20630
H3 1.28659 -2.68366 -5.88352
H4 0.36770 -0.49822 -5.22360
H5 -1.32725 3.24167 -2.74013
H6 -0.27372 5.25959 -3.68792
H7 1.88213 5.07986 -4.88307
H8 2.97469 2.88362 -5.15209
H9 1.97231 0.87261 -4.17445
H10 -2.04303 1.81467 -4.74538
H11 -4.27221 1.35068 -5.66176
H12 -5.74876 -0.30383 -4.57894
H13 -4.98367 -1.52445 -2.56874
H14 -2.75307 -1.08472 -1.63472
N1 0.12890 2.55031 0.08406
C19 0.67836 3.02051 1.39979
C20 1.81634 2.14080 1.88800
C21 1.34614 0.87731 2.59947
N2 0.13610 0.29387 1.93178
H15 0.74547 2.85154 -0.68068
H16 -0.81346 2.90336 -0.07501
H17 -0.15276 3.06799 2.10522
H18 1.03286 4.03916 1.24382
H19 2.46782 2.70506 2.55351
H20 2.42012 1.87255 1.02701
H21 1.08410 1.07786 3.63876
H22 2.14303 0.13757 2.58903
H23 -0.69905 0.74611 2.29586
H24 0.06455 -0.69071 2.17496
Br1 6.38479 -2.88883 -0.04924
C22 5.73658 -1.26456 -0.75636
C23 6.59294 -0.41195 -1.45038
N3 6.19419 0.73721 -1.98521
C24 4.93021 1.09897 -1.83220
C25 4.00734 0.32202 -1.13666
C26 4.42013 -0.89930 -0.59408
C27 2.64213 0.83729 -0.96229
O1 1.79547 -0.02190 -0.36079
O2 2.29174 1.95618 -1.28543
H25 7.63808 -0.67121 -1.57277
H26 4.62648 2.03880 -2.27811
H27 3.73152 -1.54485 -0.06622
C28 -5.04177 0.42176 1.92414
N4 -3.82733 0.22228 1.11936
C29 -3.05028 -0.93209 1.53500
C30 -3.35717 1.13017 0.25547
O3 -2.08511 1.26425 0.00786
N5 -4.19453 1.99491 -0.32390
C31 -5.59768 1.68965 -0.62964
C32 -3.71519 3.21672 -0.95880
H28 -4.79368 0.20276 2.96256
H29 -5.84211 -0.24888 1.61454
H30 -5.37709 1.45046 1.86890
H31 -3.68918 -1.81500 1.54025
H32 -2.66780 -0.79739 2.55109
H33 -2.23214 -1.10476 0.84678
H34 -5.79240 0.62831 -0.52200
H35 -5.77542 1.96899 -1.66751
H36 -6.28185 2.25768 -0.00046
H37 -2.76500 3.52955 -0.53846
H38 -4.44178 4.00712 -0.77784
H39 -3.61452 3.07781 -2.03735

Kohn-Sham gap = 5.5 eV
net charge = +3
maximum force = 1.47 eV/A

The lowest maximum force belongs to which entry? C32H38MgN5O7PS

Among the records above, which one has the lowest maximum force? C32H38MgN5O7PS

Which of these has the highest maximum force? C32H39BN5O3